Entry 1:
The following is a DFT calculation (ωB97M-V/def2-TZVPD) of a 2-piece molecular cluster, C3H10NO3 overall at a distorted geometry.

Results
Largest force on an atom (eV Å⁻¹): 1.076
Total charge: +1
Spin multiplicity: 1
Energy above the lowest of the compared OMol25 structures with the same formula, charge and spin (eV): 0.963

The geometry in XYZ format:
```
17
Properties=species:S:1:pos:R:3:lowdin_charge:R:1
O 1.242 1.136 -1.238 0.16
C 0.237 0.512 -1.074 -0.49
O -0.359 -0.243 -1.983 0.15
C -0.535 0.612 0.247 -0.22
C -0.295 -0.475 1.259 -0.02
N -0.056 1.918 0.830 0.23
H -0.033 -0.076 -2.889 0.17
H -1.581 0.710 0.001 0.16
H -0.482 -1.478 0.864 0.09
H 0.723 -0.538 1.630 0.11
H -0.939 -0.371 2.128 0.10
H 0.956 1.953 0.699 0.17
H -0.330 1.982 1.810 0.18
H -0.442 2.732 0.355 0.18
H 0.238 -3.415 -0.650 0.06
H 0.698 -2.187 -1.354 0.01
O 0.957 -2.770 -0.634 -0.04
```

=====

Entry 2:
The following is a DFT calculation (ωB97M-V/def2-TZVPD) of a 2-piece molecular cluster, C3H10NOP overall at a distorted geometry.

Results
Largest force on an atom (eV Å⁻¹): 4.271
Total charge: 0
Spin multiplicity: 1
Energy above the lowest of the compared OMol25 structures with the same formula, charge and spin (eV): 4.522

The geometry in XYZ format:
```
16
Properties=species:S:1:pos:R:3:lowdin_charge:R:1
C 2.344 -0.187 -0.430 -0.14
C -2.600 0.521 -0.713 0.00
C 0.848 0.278 -0.573 -0.62
N 0.136 -1.380 1.299 -0.27
O 0.456 1.102 0.513 -0.17
P -0.156 -1.364 -0.372 0.89
H 2.678 -0.570 -1.331 0.03
H 2.931 0.668 -0.271 0.05
H 2.617 -1.003 0.386 0.11
H -2.596 0.946 0.356 0.02
H -3.092 -0.337 -0.908 -0.10
H -2.334 1.127 -1.533 -0.04
H 0.809 0.834 -1.542 0.11
H -0.190 -2.123 1.863 0.01
H 0.676 -0.596 1.699 0.05
H -0.503 1.323 0.368 0.06
```

=====

Entry 3:
The following is a DFT calculation (ωB97M-V/def2-TZVPD) of an isolated molecule of C3H10NOPS at a distorted geometry.

Results
Largest force on an atom (eV Å⁻¹): 4.177
Total charge: 0
Spin multiplicity: 1
Energy above the lowest of the compared OMol25 structures with the same formula, charge and spin (eV): 1.221
SMILES string: CN[P@@](C)(=O)SC

The geometry in XYZ format:
```
17
Properties=species:S:1:pos:R:3:lowdin_charge:R:1
C -2.095 1.438 -0.373 -0.11
N -1.452 0.409 0.556 -0.20
P -0.119 -0.425 -0.123 0.35
C -0.108 -2.223 0.830 -0.15
O -0.160 -0.303 -1.584 -0.37
S 1.607 0.421 0.692 0.60
C 2.456 0.944 -0.809 -0.45
H -3.033 1.574 0.047 0.04
H -1.664 2.458 -0.377 0.09
H -2.231 1.057 -1.324 0.04
H -1.364 0.837 1.422 0.04
H 0.090 -2.003 1.932 0.06
H -1.074 -2.517 0.703 -0.03
H 0.531 -2.873 0.208 0.04
H 3.102 1.754 -0.661 0.01
H 1.545 1.290 -1.352 0.02
H 2.907 0.141 -1.343 0.03
```

=====

Entry 4:
The following is a DFT calculation (ωB97M-V/def2-TZVPD) of a 2-piece molecular cluster, C3H10NOS overall at a distorted geometry.

Results
Largest force on an atom (eV Å⁻¹): 1.337
Total charge: -1
Spin multiplicity: 1
Energy above the lowest of the compared OMol25 structures with the same formula, charge and spin (eV): 1.626

The geometry in XYZ format:
```
16
Properties=species:S:1:pos:R:3:lowdin_charge:R:1
C -2.196 -0.931 0.840 -0.48
S -3.003 0.165 -0.322 0.66
C -1.511 1.007 -0.968 -0.43
H -2.844 -1.747 1.170 0.02
H -1.764 -0.451 1.714 0.03
H -1.376 -1.407 0.306 0.01
H -1.631 1.220 -2.027 0.01
H -1.381 1.935 -0.411 0.02
H -0.626 0.393 -0.735 -0.01
N 3.147 -0.379 -0.219 -0.05
C 1.946 0.403 0.173 -0.60
O 0.838 -0.337 0.405 -0.37
H 3.522 -0.877 0.573 0.02
H 2.841 -1.082 -0.873 0.02
H 2.279 0.994 1.047 0.07
H 1.761 1.094 -0.673 0.07
```

=====

Entry 5:
The following is a DFT calculation (ωB97M-V/def2-TZVPD) of a 2-piece molecular cluster, C3H10NS overall at a distorted geometry.

Results
Largest force on an atom (eV Å⁻¹): 4.198
Total charge: -1
Spin multiplicity: 1
Energy above the lowest of the compared OMol25 structures with the same formula, charge and spin (eV): 2.425

The geometry in XYZ format:
```
15
Properties=species:S:1:pos:R:3:lowdin_charge:R:1
C 2.127 -1.598 2.502 -0.84
S 1.588 0.076 2.795 -0.04
H 1.310 -2.205 2.893 -0.05
H 2.191 -1.914 1.428 -0.02
H 3.031 -1.993 3.007 -0.01
C -2.099 1.182 -1.432 -0.09
C -0.565 1.040 -0.898 -0.36
N 0.098 -0.031 -1.544 -0.04
H -2.679 1.984 -1.043 0.04
H -2.016 1.573 -2.441 0.04
H -2.423 0.128 -1.442 0.07
H 0.238 1.891 -0.954 0.13
H -0.928 1.116 0.065 0.05
H 0.566 -0.574 -0.812 0.07
H -0.440 -0.676 -2.124 0.06
```

=====

Entry 6:
The following is a DFT calculation (ωB97M-V/def2-TZVPD) of a 2-piece molecular cluster, C3H10NS overall at a distorted geometry.

Results
Largest force on an atom (eV Å⁻¹): 4.091
Total charge: -1
Spin multiplicity: 1
Energy above the lowest of the compared OMol25 structures with the same formula, charge and spin (eV): 2.379

The geometry in XYZ format:
```
15
Properties=species:S:1:pos:R:3:lowdin_charge:R:1
C 0.059 -2.098 2.305 -0.77
S 0.160 -0.294 2.094 0.06
H 0.796 -2.450 2.949 -0.07
H -0.927 -2.358 2.742 -0.02
H 0.086 -2.837 1.454 0.00
C -0.301 1.093 -0.814 -0.17
N -0.548 1.356 -2.400 -0.21
C 0.430 0.601 -3.107 -0.25
H 0.833 1.305 -0.690 0.07
H -0.973 1.709 -0.173 0.05
H -0.417 -0.057 -0.665 0.04
H -1.547 1.147 -2.528 0.07
H -0.025 -0.211 -3.715 0.06
H 1.353 0.206 -2.527 0.10
H 0.965 1.187 -3.867 0.04
```

=====

Entry 7:
The following is a DFT calculation (ωB97M-V/def2-TZVPD) of an isolated ion of composition C3H10NS and charge +1 at a distorted geometry.

Results
Largest force on an atom (eV Å⁻¹): 3.593
Total charge: +1
Spin multiplicity: 1
Energy above the lowest of the compared OMol25 structures with the same formula, charge and spin (eV): 5.080

The geometry in XYZ format:
```
15
Properties=species:S:1:pos:R:3:lowdin_charge:R:1
C -1.616 0.474 0.049 -0.47
N -1.760 0.918 -1.329 -0.04
H -2.120 1.241 0.712 0.10
H -2.046 -0.571 0.201 0.10
H -2.711 1.315 -1.371 0.11
H -1.119 1.711 -1.366 0.08
C 0.523 -1.197 -1.092 0.01
S 0.253 0.248 0.623 0.84
C 2.159 -0.037 1.769 0.05
H 1.182 -1.846 -0.570 0.01
H 0.852 -0.590 -1.915 0.04
H -0.528 -1.486 -1.222 0.04
H 2.423 0.580 2.636 0.06
H 1.806 -1.057 2.011 0.04
H 2.703 0.298 0.863 0.05
```

=====

Entry 8:
The following is a DFT calculation (ωB97M-V/def2-TZVPD) of a 2-piece molecular cluster, C3H10NS overall at a distorted geometry.

Results
Largest force on an atom (eV Å⁻¹): 1.448
Total charge: +1
Spin multiplicity: 1
Energy above the lowest of the compared OMol25 structures with the same formula, charge and spin (eV): 0.934

The geometry in XYZ format:
```
15
Properties=species:S:1:pos:R:3:lowdin_charge:R:1
C 0.749 -0.626 -1.644 -0.06
C -0.075 -1.153 -0.449 -0.18
C 0.410 -0.594 1.856 0.18
N -0.107 -0.279 0.728 0.00
H 0.171 0.074 -2.261 0.08
H 1.687 -0.162 -1.334 0.09
H 0.968 -1.481 -2.282 0.09
H -1.095 -1.193 -0.820 0.13
H 0.337 -2.119 -0.118 0.13
H 0.248 0.064 2.696 0.12
H 0.959 -1.531 1.876 0.13
H -0.504 0.694 0.644 0.02
S -0.629 2.842 0.249 0.60
H -1.738 2.501 -0.470 -0.14
H -1.382 2.962 1.330 -0.18
```

=====

Entry 9:
The following is a DFT calculation (ωB97M-V/def2-TZVPD) of a 2-piece molecular cluster, C3H10NS overall at a distorted geometry.

Results
Largest force on an atom (eV Å⁻¹): 5.537
Total charge: +1
Spin multiplicity: 1
Energy above the lowest of the compared OMol25 structures with the same formula, charge and spin (eV): 10.367

The geometry in XYZ format:
```
15
Properties=species:S:1:pos:R:3:lowdin_charge:R:1
C -0.783 -1.950 0.436 0.03
C -0.575 -0.338 0.253 -0.43
C 1.010 0.040 0.253 -0.48
S 0.905 1.694 0.335 0.91
N -1.412 0.236 -0.763 0.04
H -1.801 -2.061 0.412 0.05
H -0.403 -2.340 1.317 0.06
H -0.298 -2.523 -0.323 0.08
H -0.789 0.196 1.149 0.09
H 1.544 -0.407 1.123 0.12
H 1.607 -0.230 -0.674 0.13
H 2.922 3.562 -1.178 0.35
H -1.324 -0.072 -1.731 0.11
H -1.261 1.223 -0.861 0.04
H 0.657 2.969 0.253 -0.09
```

=====

Entry 10:
The following is a DFT calculation (ωB97M-V/def2-TZVPD) of C3H10NS as an isolated structure at a distorted geometry.

Results
Largest force on an atom (eV Å⁻¹): 5.003
Total charge: +1
Spin multiplicity: 1
Energy above the lowest of the compared OMol25 structures with the same formula, charge and spin (eV): 4.658

The geometry in XYZ format:
```
15
Properties=species:S:1:pos:R:3:lowdin_charge:R:1
C 1.459 0.138 0.813 -0.34
N 1.502 0.546 2.209 0.04
H 1.774 -0.908 0.778 0.08
H 1.772 0.933 0.095 0.09
H 1.743 -0.308 2.757 0.12
H 0.826 1.187 2.566 0.09
C -0.077 0.988 -1.818 -0.06
S -0.478 -0.100 0.122 0.83
C -1.839 -1.391 -1.195 -0.08
H 0.506 0.217 -2.338 0.05
H -0.999 1.254 -2.318 0.04
H 0.329 1.923 -1.576 0.01
H -2.018 -2.211 -0.486 0.01
H -1.165 -1.636 -2.070 0.04
H -2.876 -1.093 -1.619 0.09
```

=====

Entry 11:
The following is a DFT calculation (ωB97M-V/def2-TZVPD) of C3H10NS2 as an isolated structure at a distorted geometry.

Results
Largest force on an atom (eV Å⁻¹): 2.431
Total charge: 0
⟨S²⟩: 0.764
Spin multiplicity: 2
Energy above the lowest of the compared OMol25 structures with the same formula, charge and spin (eV): 0.855

The geometry in XYZ format:
```
16
Properties=species:S:1:pos:R:3:mulliken_spin:R:1
N 0.134 0.333 1.127 0.00
C -0.537 0.599 -0.121 0.01
C -1.995 0.117 -0.100 0.00
C 0.167 -0.170 -1.253 -0.02
S 1.963 0.032 -1.590 0.52
S 2.909 -1.265 0.569 0.53
H 0.193 1.127 1.743 0.00
H -0.341 -0.401 1.638 0.00
H 2.291 0.377 0.033 -0.07
H -0.537 1.654 -0.373 0.00
H -2.518 0.440 0.803 0.00
H -2.518 0.383 -1.013 0.00
H -2.019 -0.963 0.091 0.00
H 0.017 -1.248 -1.162 0.00
H -0.210 -0.038 -2.261 0.02
H 3.001 -0.978 1.869 0.01
```

=====

Entry 12:
The following is a DFT calculation (ωB97M-V/def2-TZVPD) of an isolated ion of composition C3H10NS2 and charge +1 at a distorted geometry.

Results
Largest force on an atom (eV Å⁻¹): 1.865
Total charge: +1
Spin multiplicity: 1
Energy above the lowest of the compared OMol25 structures with the same formula, charge and spin (eV): 0.673
SMILES string: CSSCC[NH3+]

The geometry in XYZ format:
```
16
Properties=species:S:1:pos:R:3:lowdin_charge:R:1
C -0.842 0.475 2.539 -0.46
S -0.603 0.915 0.813 0.49
S -0.819 -0.978 -0.076 0.58
C 0.689 -1.355 -1.003 -0.53
C 1.670 -0.195 -1.200 -0.23
N 0.994 0.935 -1.909 0.17
H -0.226 -0.412 2.719 0.03
H -0.568 1.229 3.276 0.05
H -1.864 0.177 2.782 0.05
H 1.277 -2.049 -0.389 0.09
H 0.332 -1.863 -1.902 0.08
H 2.464 -0.533 -1.889 0.14
H 2.159 0.038 -0.268 0.12
H 0.160 1.217 -1.376 0.06
H 1.543 1.743 -2.198 0.18
H 0.579 0.509 -2.743 0.17
```

=====

Entry 13:
The following is a DFT calculation (ωB97M-V/def2-TZVPD) of a 2-piece molecular cluster, C3H10O2S overall at a distorted geometry.

Results
Largest force on an atom (eV Å⁻¹): 5.672
Total charge: 0
Spin multiplicity: 1
Energy above the lowest of the compared OMol25 structures with the same formula, charge and spin (eV): 1.446
SMILES string: OCCCS.O

The geometry in XYZ format:
```
16
Properties=species:S:1:pos:R:3:lowdin_charge:R:1
O 1.562 -2.105 -0.446 -0.08
C 0.437 -1.724 -1.257 -0.29
C 0.213 -0.237 -1.372 -0.31
C -0.303 0.360 -0.021 -0.49
S -0.623 2.174 -0.499 0.65
H 2.322 -1.653 -0.905 0.11
H -0.395 -2.263 -0.722 0.14
H 0.557 -1.969 -2.276 0.09
H -0.619 0.072 -2.179 0.15
H 1.131 0.085 -1.574 0.04
H -1.246 -0.232 0.178 0.10
H 0.542 0.355 0.746 0.09
H -1.720 1.849 -1.151 -0.18
O -0.957 1.506 3.642 -0.15
H -0.804 1.966 4.590 0.11
H -0.098 1.815 3.244 0.03
```

=====

Entry 14:
The following is a DFT calculation (ωB97M-V/def2-TZVPD) of a 2-piece molecular cluster, C3H10O2S2 overall at a distorted geometry.

Results
Largest force on an atom (eV Å⁻¹): 2.127
Total charge: 0
Spin multiplicity: 1
Energy above the lowest of the compared OMol25 structures with the same formula, charge and spin (eV): 1.084
SMILES string: OCCCSS.O

The geometry in XYZ format:
```
17
Properties=species:S:1:pos:R:3:lowdin_charge:R:1
O 0.792 0.770 2.186 -0.06
C 0.330 1.215 0.929 -0.29
C 0.060 -0.002 -0.008 -0.25
C 1.314 -0.801 -0.487 -0.52
S 2.645 0.348 -1.124 0.42
S 4.325 -0.648 -0.326 0.28
H 1.529 0.147 2.111 0.08
H 1.016 1.799 0.279 0.07
H -0.531 1.835 1.153 0.12
H -0.639 0.279 -0.821 0.11
H -0.561 -0.676 0.607 0.11
H 1.190 -1.506 -1.302 0.06
H 1.562 -1.452 0.356 0.05
H 3.725 -1.616 0.444 -0.18
O -5.647 0.136 -0.971 -0.06
H -6.170 -0.398 -1.573 0.03
H -4.939 0.568 -1.453 0.03
```

=====

Entry 15:
The following is a DFT calculation (ωB97M-V/def2-TZVPD) of a 3-piece molecular cluster, C3H10O3 overall at a distorted geometry.

Results
Largest force on an atom (eV Å⁻¹): 2.262
Total charge: 0
Spin multiplicity: 1
Energy above the lowest of the compared OMol25 structures with the same formula, charge and spin (eV): 1.435
SMILES string: C/C=C/O.O.O

The geometry in XYZ format:
```
16
Properties=species:S:1:pos:R:3:lowdin_charge:R:1
C -1.438 1.701 0.030 -0.09
C -0.728 0.945 1.144 -0.14
C 0.521 0.571 0.904 -0.22
O 1.467 0.126 1.864 -0.05
H -2.083 0.986 -0.490 0.07
H -0.586 2.112 -0.505 0.07
H -2.034 2.488 0.475 0.07
H -1.189 0.731 2.120 0.11
H 1.089 0.938 0.057 0.09
H 1.747 -0.651 1.357 0.08
O -3.229 -3.394 -2.639 -0.05
H -3.942 -3.205 -2.032 0.03
H -3.560 -3.175 -3.507 0.03
O 3.491 0.754 -0.413 -0.06
H 3.488 0.413 0.494 0.03
H 3.090 0.067 -0.949 0.03
```

=====

Entry 16:
The following is a DFT calculation (ωB97M-V/def2-TZVPD) of a 2-piece molecular cluster, C3H10O3 overall at a distorted geometry.

Results
Largest force on an atom (eV Å⁻¹): 2.020
Total charge: 0
Spin multiplicity: 1
Energy above the lowest of the compared OMol25 structures with the same formula, charge and spin (eV): 1.009
SMILES string: OCCCO.O

The geometry in XYZ format:
```
16
Properties=species:S:1:pos:R:3:lowdin_charge:R:1
O -0.005 -2.143 0.389 -0.09
C -0.473 -1.322 -0.665 -0.25
C -0.069 0.140 -0.390 -0.14
C -1.220 1.168 -0.637 -0.27
O -0.788 2.317 -1.328 -0.07
H -0.539 -2.427 1.127 0.08
H -0.055 -1.711 -1.578 0.11
H -1.564 -1.353 -0.672 0.11
H 0.116 0.246 0.672 0.10
H 0.785 0.452 -0.990 0.11
H -2.086 0.704 -1.121 0.11
H -1.584 1.468 0.339 0.11
H -0.428 2.036 -2.174 0.08
O 2.750 0.347 2.652 -0.06
H 2.309 -0.507 2.651 0.03
H 2.851 0.584 1.726 0.03
```